A structure of composition C8H15N3O4. Source: the Open Molecules 2025 dataset; level of theory: ωB97M-V/def2-TZVPD.

XYZ file:
```
30
Properties=species:S:1:pos:R:3:forces:R:3:lowdin_charge:R:1
C -0.57557 -0.18777 0.62673 -1.5 -1.6 1.0 -0.2565
C 0.65534 -0.17248 -0.34714 1.2 2.4 2.1 -0.3718
C -1.88779 -0.49646 -0.13167 0.0 2.6 -1.4 -0.2025
C -3.15220 -0.58106 0.61442 -3.0 -0.2 2.3 -0.1618
C -4.40403 -0.04686 -0.23638 1.5 -0.4 0.5 -0.5143
C 3.00482 0.43633 -0.41216 4.5 -0.2 -5.5 -0.4289
C 3.88068 -0.63978 0.18498 1.4 -2.8 -0.1 -0.4590
C 4.04553 1.63255 -0.74623 -0.1 2.1 0.9 -0.0685
H -1.06973 1.77649 0.94140 -1.6 3.6 -2.8 0.0257
H -1.18523 1.03408 2.35245 0.9 -0.7 -1.7 0.1194
H -0.48166 -1.12668 1.34977 0.5 2.1 -1.3 0.1973
H -1.80684 -1.27310 -0.77940 0.7 -2.8 -1.7 0.0776
H -2.16290 0.32327 -0.86589 1.1 -0.2 0.8 0.1417
H -3.04498 0.09813 1.46179 -0.4 0.7 -0.2 0.0930
H -3.48630 -1.48082 1.23353 0.8 0.3 -1.5 0.1255
H -5.15547 -2.53138 -1.07397 -0.5 4.4 2.0 0.3008
H -6.09455 -0.62153 -1.16661 0.8 -0.7 1.4 0.0564
H 1.59863 1.39716 0.83759 0.2 -2.1 -1.7 0.1744
H 2.81433 0.05062 -1.44140 0.4 -0.1 0.4 0.1473
H 4.86705 1.71797 0.24480 -2.5 0.2 -3.1 0.1263
H 3.16525 2.69309 -0.77324 3.4 -3.1 -0.2 0.1566
H 4.74321 1.46168 -1.82377 -2.5 0.6 3.4 0.1374
H 5.24665 -2.09752 0.17117 -1.3 3.1 -2.5 0.1931
N -0.76485 1.02449 1.38924 2.1 -3.1 4.3 0.0467
N -5.49510 -0.99621 -0.36610 0.5 -1.5 -3.3 0.0439
N 1.74713 0.71391 0.00930 -3.5 1.5 4.2 0.0594
O 0.75483 -0.80102 -1.34392 -0.5 -1.5 -1.1 0.1201
O -4.40858 1.11844 -0.63187 -0.8 -2.3 0.5 0.0464
O 3.70356 -1.10208 1.25897 -0.9 0.0 2.2 0.1014
O 4.94875 -1.32344 -0.53645 -0.8 -0.4 2.1 -0.0269
```
Forces are in eV/Å.

Summary:
- Net charge: 0

***

A cluster of 2 separate species, C4H11NO in total. Source: the Open Molecules 2025 dataset; level of theory: ωB97M-V/def2-TZVPD.

XYZ file:
```
17
Properties=species:S:1:pos:R:3:forces:R:3:lowdin_charge:R:1
C -0.29718 -1.65758 2.61695 0.2 -0.2 -0.1 -0.1499
N 0.62307 -1.00197 1.69126 -0.8 0.4 0.7 -0.1949
C 1.80116 -0.45679 2.34062 -0.2 0.4 -1.0 -0.1547
H -0.43917 -1.02936 3.49601 0.0 0.0 0.0 0.0726
H 0.06277 -2.64798 2.93821 0.0 0.1 0.2 0.0730
H -1.27419 -1.81738 2.15912 0.0 0.1 -0.1 0.0677
H 0.86922 -1.66079 0.98949 0.4 -0.4 -0.7 0.0776
H 2.43122 -1.20990 2.81868 0.1 0.1 0.3 0.0731
H 2.36128 0.08775 1.57250 0.3 -0.3 0.1 0.0743
H 1.47666 0.33190 3.01309 0.1 -0.2 0.5 0.0730
C -1.15136 0.67027 -1.38177 1.5 -0.9 0.1 -0.0092
C -1.15669 1.41397 -2.47341 -1.6 0.3 0.9 -0.3150
O -0.24248 1.40726 -3.45575 0.2 0.0 -0.3 0.0088
H -1.81363 0.70070 -0.53491 -0.4 0.3 -0.3 0.0471
H -0.30698 -0.02359 -1.27958 -0.2 0.1 0.2 0.0476
H -2.00329 2.07819 -2.61874 0.4 0.3 -0.5 0.1093
H 0.43022 0.75966 -3.21385 0.1 0.0 -0.1 0.0994
```
Forces are in eV/Å.

Summary:
- Net charge: 0

***

A cluster of 11 separate species, H22O11 in total. Source: the Open Molecules 2025 dataset; level of theory: ωB97M-V/def2-TZVPD.

XYZ file:
```
33
Properties=species:S:1:pos:R:3:forces:R:3:lowdin_charge:R:1
H 1.06736 -0.45811 0.12741 -0.9 -1.6 -0.9 0.0006
H 1.16221 1.04661 -0.28491 0.0 -0.9 0.5 0.0666
H 1.52399 0.82687 -3.39893 -0.1 0.1 0.1 0.0334
H 1.05620 1.69946 -2.21716 0.3 -0.1 -0.7 0.0246
H 2.74796 -0.48509 0.80819 -0.3 1.6 -0.9 -0.0499
H 2.24147 -1.36592 1.86131 0.9 -0.1 -0.2 0.0544
H -0.90098 -2.68222 1.36159 0.7 -2.1 -2.2 -0.0085
H -2.24420 -2.32701 2.11507 1.5 0.0 -0.5 0.0656
H 0.60216 -1.21137 -1.74084 -2.2 -0.5 -1.4 0.0766
H -0.35970 -1.69894 -2.94227 0.4 -0.2 -0.4 0.0308
H 1.33743 2.15280 2.69259 2.3 -0.1 -2.5 -0.0270
H 0.33839 3.19597 3.29712 0.2 0.5 -0.5 0.0346
H -3.26588 0.40947 -2.11776 -0.2 0.1 -0.1 0.0336
H -2.76733 -0.50753 -1.01448 0.1 0.0 -0.9 0.0286
H 5.51363 -0.88989 -0.96813 0.0 0.0 0.0 0.0334
H 4.74247 -0.00510 -0.00490 0.1 -0.1 -0.4 0.0233
H -3.59802 3.92789 -0.93358 -0.2 0.3 0.4 0.0428
H -2.20453 3.69568 -0.65651 2.9 -1.3 -0.9 -0.0221
H -2.86922 -3.55285 0.48245 0.1 1.0 0.2 0.0968
H -2.73570 -2.68797 -0.65064 -0.2 0.4 -3.1 0.0068
H -0.66752 -0.12745 2.35814 -0.2 -0.8 0.9 0.0061
H -1.54318 0.07786 1.11107 0.6 -0.1 0.7 0.0355
O 1.24105 0.39517 0.43959 1.9 3.0 -0.6 -0.0464
O 1.80250 1.55017 -2.82456 -0.4 0.1 0.4 -0.0525
O 3.01666 -1.25084 1.27208 -0.1 -1.9 1.5 -0.0643
O -1.29573 -2.13516 1.96576 -0.9 2.2 4.7 -0.0590
O -0.35603 -1.27559 -2.08951 2.3 0.6 1.8 -0.0805
O 0.68081 2.31074 3.29510 -2.5 -0.4 3.1 -0.0078
O -2.85948 -0.45042 -1.98921 -0.3 0.1 1.0 -0.0656
O 4.98143 -0.08864 -0.94344 -0.1 0.0 0.5 -0.0628
O -2.91960 4.10619 -0.26704 -2.7 1.0 0.6 -0.0211
O -2.70392 -2.60313 0.26342 -1.3 -2.1 1.0 -0.0503
O -0.76468 0.40833 1.59298 -1.8 1.4 -1.1 -0.0765
```
Forces are in eV/Å.

Summary:
- Net charge: 0

***

A structure of composition C2H4NO2. Source: the Open Molecules 2025 dataset; level of theory: ωB97M-V/def2-TZVPD.

XYZ file:
```
9
Properties=species:S:1:pos:R:3:forces:R:3:lowdin_charge:R:1
C 0.22793 0.13353 0.36136 1.8 2.2 1.3 0.0372
N -0.78094 1.00798 0.57178 2.3 -2.6 1.7 -0.0117
C -1.63227 0.31400 -0.24294 -1.7 0.8 -3.1 -0.4790
O 3.04036 -1.35844 0.60541 0.1 0.8 0.6 -0.6537
O -1.65132 0.31274 -1.47043 -0.4 -0.5 1.0 -0.0125
H 0.62225 -0.57343 1.16937 0.0 1.1 -1.0 0.0910
H 3.59541 -0.80601 1.20129 -0.5 -0.6 -0.6 -0.2013
H 0.91982 0.26638 -0.53605 -1.3 -1.3 0.4 0.1129
H -2.35720 -0.26242 0.37245 -0.2 0.1 -0.5 0.1171
```
Forces are in eV/Å.

Summary:
- Net charge: -1

***

The calculation returns the following LUMO values, one per record and in order: -1.437, 0.915, -0.193, 2.603 eV.
The calculation returns the following relative energy (zero: lowest compared OMol25 entry of this formula, charge and spin) values, one per record and in order: 8.8156, 2.1318, 4.7476, 5.7882 eV.